Record 1
Formula: C33H42BF4O13
Source: OMol25
Level of theory: ωB97M-V/def2-TZVPD

molecular weight: 733.490 g mol⁻¹
charge: -1
energy above the lowest of the compared OMol25 structures with the same formula, charge and spin: 134.84 kJ/mol
frontier orbital gap: 7.8 eV
HOMO energy: -5.582 eV

```
93
C33H42BF4O13, DFT ωB97M-V/def2-TZVPD
B 0.6163 -0.6215 1.0615
F -0.4567 -0.4859 0.2041
F 1.2120 -1.7547 0.5873
F 1.4531 0.5202 0.9293
F 0.1097 -0.7695 2.3756
C 3.1260 -1.1539 4.2370
O 3.2433 -0.1377 3.2728
H 2.2219 -1.6209 4.0346
H 3.1006 -0.5766 5.0862
H 3.8488 -1.9158 4.2290
H 2.6566 -0.4035 2.7492
C 4.4259 -0.8083 -0.4505
O 4.4137 -2.1000 -1.2635
H 5.3535 -0.3310 0.0987
H 3.9671 -0.9573 0.4273
H 3.7881 0.0061 -0.7014
H 3.7849 -1.8091 -2.0526
C -2.4524 -2.1949 -2.0604
O -1.7905 -3.2931 -2.6806
H -2.0390 -2.0985 -1.0691
H -3.5035 -2.3694 -1.9684
H -2.3597 -1.2957 -2.6017
H -1.0288 -3.5527 -2.1505
C -2.4327 1.5131 2.6307
C -2.9440 2.7328 2.9559
C -4.3597 2.8719 3.0424
C -5.2267 1.7998 2.6609
C -4.6456 0.6000 2.2534
C -3.2721 0.4476 2.2461
O -2.7160 -0.6917 1.7883
O -4.9810 4.0142 3.5051
H -1.3755 1.5022 2.6405
H -2.5209 3.6528 3.4126
H -6.3764 2.0004 2.7622
H -5.4229 -0.2183 1.9867
H -1.7769 -0.6308 1.7161
H -4.5477 4.1211 4.3231
C 1.5605 -3.1955 -3.8532
C 2.5741 -2.5985 -4.7715
C 3.0634 -1.2740 -4.5289
C 2.6919 -0.5931 -3.3937
C 1.7872 -1.2164 -2.5258
C 1.2697 -2.5713 -2.6956
O 0.6960 -3.1868 -1.6422
O 3.8545 -0.6333 -5.3326
H 1.3019 -4.2802 -3.7539
H 2.9958 -3.1945 -5.5149
H 3.1402 0.2088 -3.2003
H 1.6680 -0.7103 -1.4592
H 0.9804 -2.7946 -0.9105
H 3.5510 0.2757 -5.3548
C 0.2213 3.1285 -4.9143
C 0.4461 3.2234 -3.5746
C 0.3222 2.0526 -2.8450
C -0.3375 0.8054 -3.3443
C -0.6509 0.8518 -4.7359
C -0.3958 1.9374 -5.5198
O -0.5402 1.8049 -6.8472
O 0.5509 2.1407 -1.5593
H 0.2937 4.0525 -5.5572
H 0.6895 4.3423 -3.1178
H -0.5747 -0.1812 -2.7085
H -0.9236 -0.1353 -5.1562
H -1.0388 1.0778 -7.2889
H 0.6001 1.3554 -1.1492
C -1.0391 6.9027 1.8194
C -0.8082 5.6403 2.5116
C 0.0851 4.7258 1.8897
C 0.5427 5.0331 0.6163
C 0.3231 6.2202 -0.0917
C -0.6938 7.0782 0.4919
O -0.9615 8.2299 -0.2271
O 0.3315 3.5231 2.4177
H -1.7017 7.8842 2.0610
H -1.0097 5.6178 3.5232
H 1.2645 4.2571 0.1827
H 0.8414 6.4639 -1.1142
H -1.7548 8.2725 -0.6374
H 0.7528 3.0097 1.9374
C -0.6493 -4.2360 2.6179
C -1.5665 -4.9661 3.4007
C -1.3229 -6.3333 3.7452
C -0.2064 -7.0950 3.2746
C 0.6016 -6.3389 2.4133
C 0.4438 -5.0045 2.2061
O 1.4104 -4.3045 1.5240
O -2.3613 -6.8936 4.3460
H -0.7607 -3.1556 2.4259
H -2.4454 -4.5346 3.6222
H 0.0089 -8.1903 3.5728
H 1.7477 -6.6759 2.1551
H 1.1154 -3.4229 1.4496
H -3.0775 -6.3907 4.9033
```

Löwdin population analysis, charges in e, atoms 1 to 6: B -1.309; F 0.145; F 0.155; F 0.123; F 0.120; C -0.105

Record 2
Formula: C33H42Cl2F4MoN3OTe
Source: OMol25
Level of theory: ωB97M-V/def2-TZVPD

molecular weight: 867.157 g mol⁻¹
⟨S²⟩: 3.81
charge: +2
2S+1: 4
energy above the lowest of the compared OMol25 structures with the same formula, charge and spin: 295.03 kJ/mol
frontier orbital gap (spin up / spin down): 6.9 / 5.3 eV
HOMO energy (spin up / spin down): -13.251 / -13.507 eV

```
87
C33H42Cl2F4MoN3OTe, DFT ωB97M-V/def2-TZVPD
Mo 0.4317 2.5005 1.4629
C 3.3040 4.2450 1.4581
C 2.2926 4.9929 2.3168
N 0.8649 4.8436 1.8730
C -0.0201 5.3686 2.9552
C -1.4983 5.3396 2.5925
C 0.6975 5.6671 0.6196
C -0.0871 4.9442 -0.4736
N 0.1739 3.5147 -0.2764
C -0.7175 2.5858 -0.2010
C -1.3187 1.8874 2.4130
F -1.2191 1.9708 3.7507
C -2.5236 1.3102 2.0580
F -3.2666 0.8788 3.0799
C -3.1572 1.0755 0.8312
C -2.8969 1.5081 -0.4630
F -3.8044 1.1897 -1.3659
C -1.8795 2.3239 -0.9120
F -1.9770 2.8136 -2.1401
H 4.2671 4.2265 1.9659
H 3.4556 4.7122 0.4853
H 3.0103 3.2077 1.2884
H 2.5360 6.0583 2.3202
H 2.3608 4.6558 3.3463
H 0.2770 6.3965 3.1825
H 0.1568 4.7749 3.8500
H -1.7649 6.1192 1.8782
H -2.0921 5.5090 3.4897
H -1.7968 4.3734 2.1808
H 1.6868 5.9040 0.2413
H 0.2074 6.6085 0.8644
H 0.2505 5.2630 -1.4581
H -1.1588 5.1264 -0.4076
H -4.0830 0.5175 0.9279
Cl 0.9139 -0.4904 4.2516
C 1.5719 0.8824 5.1346
Cl 1.6833 2.3963 4.1635
H 2.5773 0.6421 5.4498
H 0.9253 1.0962 5.9744
C 3.6574 -0.0218 1.6064
C 2.3538 0.1285 0.8708
O 2.1116 -0.6293 -0.0575
N 1.4938 1.0846 1.3455
Te -0.0784 -1.1053 -1.4452
C -0.9677 -2.0586 -3.1106
C -2.0019 -2.9904 -2.9451
C -2.6288 -3.3127 -1.6100
C -2.4864 -3.6250 -4.0834
C -1.9971 -3.3447 -5.3520
C -2.5406 -4.0348 -6.5702
C -1.0003 -2.3775 -5.4828
C -0.4839 -1.7150 -4.3849
C 0.5854 -0.6637 -4.5676
C 0.2394 -2.8500 -0.3146
C -0.2862 -2.9504 0.9756
C -1.1757 -1.9013 1.5971
C 0.0007 -4.0982 1.7067
C 0.7852 -5.1199 1.1907
C 1.0770 -6.3575 1.9929
C 1.3214 -4.9626 -0.0856
C 1.0846 -3.8322 -0.8499
C 1.7519 -3.6809 -2.1954
H 4.4576 -0.1645 0.8827
H 3.5947 -0.9238 2.2188
H 3.8671 0.8326 2.2483
H -2.5481 -2.4747 -0.9161
H -2.1517 -4.1806 -1.1494
H -3.6867 -3.5406 -1.7346
H -3.2896 -4.3463 -3.9722
H -3.3676 -4.6978 -6.3256
H -1.7573 -4.6225 -7.0534
H -2.8835 -3.3042 -7.3043
H -0.6216 -2.1389 -6.4714
H 0.7591 -0.4643 -5.6229
H 1.5349 -0.9811 -4.1282
H 0.2880 0.2790 -4.0977
H -0.9926 -0.9088 1.1788
H -1.0102 -1.8468 2.6736
H -2.2303 -2.1471 1.4476
H -0.3999 -4.1911 2.7114
H 0.5020 -6.3807 2.9166
H 2.1378 -6.4074 2.2477
H 0.8464 -7.2536 1.4155
H 1.9676 -5.7377 -0.4851
H 2.5645 -4.3958 -2.3048
H 2.1757 -2.6781 -2.3021
H 1.0457 -3.8460 -3.0119
```

Löwdin population analysis, charges in e, atoms 1 to 6: Mo 1.518; C -0.069; C -0.265; N -0.247; C -0.236; C -0.057

Record 3
Formula: C33H42F10MnN3O5Si2
Source: OMol25
Level of theory: ωB97M-V/def2-TZVPD

molecular weight: 861.805 g mol⁻¹
⟨S²⟩: 8.75
charge: -1
2S+1: 6
frontier orbital gap (spin up / spin down): 6.1 / 6.9 eV
HOMO energy (spin up / spin down): -4.180 / -5.004 eV

```
96
C33H42F10MnN3O5Si2, DFT ωB97M-V/def2-TZVPD
Mn 0.1215 -0.1186 -0.2282
C 1.1150 7.0794 -0.5817
C 1.0842 6.8678 0.9296
C 2.4007 7.3097 1.5493
C 2.4276 7.0121 3.0383
C 2.2351 5.5378 3.2482
C 2.8255 4.8735 4.2980
C 2.6092 3.5095 4.4704
F 3.2070 2.8986 5.5214
C 1.8284 2.7915 3.6159
C 1.2291 3.4436 2.5299
C 0.4097 2.6517 1.5943
O 0.3336 1.4191 1.7217
C -0.2744 3.4117 0.5909
C -0.0427 4.7432 0.4956
N 0.8207 5.4507 1.2658
C 1.4318 4.8162 2.3389
C -1.1672 2.7999 -0.4852
O -2.0454 3.5296 -0.9469
O -0.8676 1.6253 -0.8426
H 1.5620 8.0507 -0.7939
H 0.1252 7.0676 -1.0317
H 1.7170 6.3062 -1.0610
H 0.2769 7.4689 1.3652
H 2.5267 8.3758 1.3570
H 3.2209 6.7829 1.0519
H 1.6229 7.5676 3.5321
H 3.3656 7.3343 3.4919
H 3.4531 5.4072 5.0004
H 1.6700 1.7293 3.7408
H -0.5660 5.2863 -0.2766
F -3.5310 -2.5984 -0.3752
C -3.0712 -3.0779 -1.5388
F -4.1290 -3.1743 -2.3592
F -2.6538 -4.3280 -1.2935
C -1.9022 -2.1922 -2.0966
O -1.0507 -1.8722 -1.1346
C -2.5401 -0.9242 -2.7642
F -1.6114 -0.0185 -3.0374
F -3.1916 -1.1882 -3.9127
F -3.4323 -0.3618 -1.9336
C -1.2027 -3.0161 -3.2318
F -0.4202 -3.9675 -2.7269
F -2.0574 -3.6266 -4.0722
F -0.4245 -2.2191 -3.9784
N -1.5865 -0.6127 2.6399
N -1.7154 -0.5210 1.1871
H -1.1180 0.2590 2.8916
H -0.8508 -1.3050 2.7720
H -2.4749 0.1314 1.0021
H -2.0424 -1.4214 0.8485
C 2.3279 -2.6466 2.8664
C 2.1919 -1.3603 2.0891
O 1.2070 -1.1824 1.3788
C 3.2495 -0.3176 2.2210
C 4.2106 -0.3917 3.2280
C 5.1772 0.5944 3.3459
C 5.2027 1.6482 2.4420
C 4.2644 1.7133 1.4199
C 3.2876 0.7389 1.3127
H 1.5043 -3.3020 2.5967
H 2.3053 -2.4457 3.9392
H 3.2747 -3.1378 2.6381
H 4.2057 -1.2133 3.9313
H 5.9134 0.5367 4.1367
H 5.9639 2.4133 2.5285
H 4.2974 2.5187 0.6972
H 2.5787 0.7531 0.4928
C 2.0779 -3.1952 -0.7197
Si 2.8098 -1.7641 -1.7258
C 4.5702 -1.5895 -1.0230
C 3.0995 -2.4469 -3.4697
C 1.7701 -0.2365 -1.7389
Si 2.5146 1.2378 -2.5342
C 4.4105 1.3020 -2.5479
C 2.0632 2.9194 -1.7882
C 1.9909 1.3666 -4.3432
H 2.1395 -4.1279 -1.2841
H 1.0276 -3.0266 -0.4816
H 2.6303 -3.3437 0.2124
H 4.9015 -2.5728 -0.6779
H 4.6490 -0.9018 -0.1824
H 5.2739 -1.2564 -1.7850
H 3.6546 -3.3886 -3.4465
H 3.6671 -1.7378 -4.0772
H 2.1472 -2.6282 -3.9714
H 0.9484 -0.5015 -2.4306
H 4.8483 1.1794 -1.5562
H 4.7307 2.2711 -2.9396
H 4.8309 0.5291 -3.1930
H 2.3015 2.9793 -0.7210
H 0.9986 3.1178 -1.9037
H 2.6215 3.7062 -2.3048
H 2.2991 0.4769 -4.8962
H 2.4224 2.2434 -4.8337
H 0.9033 1.4389 -4.4147
```

natural (NBO) population analysis, charges in e, atoms 1 to 6: Mn 1.440; C -0.621; C -0.022; C -0.397; C -0.420; C -0.040

Record 4
Formula: C33H42MnN4O14SSiTe
Source: OMol25
Level of theory: ωB97M-V/def2-TZVPD

molecular weight: 961.404 g mol⁻¹
⟨S²⟩: 8.82
2S+1: 6
energy above the lowest of the compared OMol25 structures with the same formula, charge and spin: 16.18 kJ/mol
frontier orbital gap (spin up / spin down): 5.7 / 5.0 eV
HOMO energy (spin up / spin down): -6.432 / -7.371 eV

```
97
C33H42MnN4O14SSiTe, DFT ωB97M-V/def2-TZVPD
Mn -0.1142 0.1210 0.0878
O 2.4679 1.8117 2.9940
C 1.7022 0.9014 2.4560
O 2.0098 0.1476 1.5790
C 0.3003 0.9100 2.9610
C -0.0876 1.3510 4.1998
C -1.4320 1.2903 4.5271
C -2.3302 0.8152 3.5925
C -1.8549 0.4246 2.3652
N -0.5632 0.4565 2.0575
C -2.6905 -0.1220 1.2460
O -3.9969 0.0370 1.2703
O -2.1533 -0.7469 0.3789
H 3.1057 2.0986 2.2994
H 0.6583 1.7347 4.8839
H -1.7748 1.6118 5.5012
H -3.3884 0.7565 3.8100
H -4.2022 0.9328 1.6006
C 0.3351 -2.7457 2.2548
C 0.2689 -3.3557 0.8673
C 1.4588 -4.2857 0.6574
C -1.0488 -4.1033 0.6872
O 0.3376 -2.2463 -0.0987
Si 0.3098 -2.3372 -1.7715
S 0.2006 -0.2798 -2.1840
O -0.8503 -3.2927 -2.3831
C -2.1437 -3.1829 -3.0335
C -2.6756 -4.6044 -3.0839
C -3.0875 -2.2962 -2.2432
C -1.9351 -2.6381 -4.4398
O 1.7625 -3.0075 -2.1616
C 2.2696 -3.6572 -3.3505
C 3.7416 -3.9185 -3.0697
C 2.1035 -2.7247 -4.5447
C 1.5467 -4.9791 -3.5833
H 0.4169 -3.5402 3.0011
H -0.5677 -2.1673 2.4596
H 1.2051 -2.0906 2.3358
H 1.4492 -5.0770 1.4118
H 2.3927 -3.7217 0.7442
H 1.4318 -4.7452 -0.3340
H -1.1814 -4.8289 1.4980
H -1.0742 -4.6348 -0.2688
H -1.8787 -3.3921 0.7105
H -2.8172 -4.9923 -2.0694
H -1.9738 -5.2561 -3.6145
H -3.6380 -4.6274 -3.6052
H -3.2143 -2.6783 -1.2257
H -4.0671 -2.2728 -2.7349
H -2.7050 -1.2782 -2.1811
H -1.2699 -3.2945 -5.0108
H -1.5029 -1.6344 -4.3973
H -2.8961 -2.5809 -4.9619
H 4.2640 -2.9776 -2.8703
H 4.2137 -4.4014 -3.9311
H 3.8483 -4.5712 -2.1965
H 2.6014 -1.7712 -4.3540
H 1.0427 -2.5208 -4.7321
H 2.5369 -3.1763 -5.4421
H 1.7056 -5.6519 -2.7336
H 1.9368 -5.4605 -4.4854
H 0.4746 -4.8188 -3.7002
O 1.3553 7.6322 0.9080
N 0.1821 7.3113 0.7855
O -0.7479 8.1055 0.7931
C -0.1249 5.8859 0.6170
C -1.4263 5.4906 0.6049
C -1.7170 4.1387 0.4710
C -0.7219 3.1384 0.1800
O -1.0182 1.9554 -0.1420
C 0.6431 3.6356 0.2804
C 0.9166 4.9634 0.5101
N 1.7419 2.7596 0.1981
O 1.6081 1.6113 -0.4670
O 2.8947 3.1139 0.7177
N -3.1217 3.7990 0.6447
O -3.9600 4.6389 0.4064
O -3.4240 2.6919 1.0791
H -2.2189 6.2079 0.7442
H 1.9423 5.2855 0.5777
C 4.7606 -1.3032 -0.2910
Te 3.4387 -0.3516 -1.6739
C 4.8896 1.1977 -1.6826
C 6.1571 0.6136 -1.0984
C 7.3804 1.2759 -1.2108
C 8.5262 0.7383 -0.6442
C 8.4600 -0.4653 0.0510
C 7.2480 -1.1282 0.1674
C 6.0947 -0.5965 -0.4110
H 4.8232 -2.3638 -0.5383
H 4.3253 -1.2008 0.7028
H 4.4988 2.0258 -1.0936
H 5.0212 1.5410 -2.7092
H 7.4297 2.2181 -1.7509
H 9.4726 1.2573 -0.7464
H 9.3534 -0.8889 0.4972
H 7.1912 -2.0689 0.7062
```

Löwdin population analysis, charges in e, atoms 1 to 6: Mn 0.563; O 0.147; C -0.498; O 0.073; C -0.140; C 0.043

| no. | DFT total energy (hartree) |
| --- | --- |
| 1 | -2685.02931 |
| 2 | -3177.56793 |
| 3 | -4552.10169 |
| 4 | -4661.71623 |